1.
ORCA calculation (ωB97M-V with the def2-TZVPD basis set) on a cluster of 2 separate species, C7H10BrNO2 in total at a distorted geometry.

CARTESIAN COORDINATES (ANGSTROEM)
1 C -3.21881 -1.46515 1.29504
2 C -2.84536 -0.59665 0.38613
3 C -0.50881 -0.78813 0.04500
4 C 1.45277 0.44071 -0.18004
5 C -0.27389 0.08818 -2.20952
6 C 2.85916 1.62470 1.28774
7 C 0.03350 0.43357 -0.69419
8 N -0.13053 -1.80412 0.53881
9 O 2.39862 -0.18673 -0.56494
10 O 1.56035 1.39886 0.80957
11 Br -3.62631 0.43482 -0.86385
12 H -4.11501 -1.67022 1.78229
13 H -2.38728 -1.89764 1.71655
14 H -0.00577 -1.04387 -2.42168
15 H -1.39191 0.06186 -2.35884
16 H 0.14447 0.72883 -3.05294
17 H 3.57162 1.87737 0.48709
18 H 3.37501 0.83078 1.86475
19 H 2.70476 2.59123 1.88850
20 H -0.40826 1.27756 -0.36573
21 H 0.81168 -2.33593 0.61026

Calculated values
Orbital gap, eV: 8.15
E_LUMO, eV: 0.3
E_HOMO, hartree: -0.2876
Total energy, eV: -83043.5834
Net charge: 0


2.
ORCA calculation (ωB97M-V with the def2-TZVPD basis set) on a structure of composition CH3PS3 at a distorted geometry.

CARTESIAN COORDINATES (ANGSTROEM)
1 C 1.50493 1.00115 0.33071
2 P -1.13362 0.66250 0.05406
3 S 0.71977 -0.42328 -0.12780
4 S 3.23199 0.84560 0.19153
5 S -0.98937 2.56276 -0.19079
6 H -1.90806 -0.20527 -0.95603
7 H -2.00038 0.10343 1.04142
8 H 3.16444 -0.48527 -0.19272

Calculated values
Orbital gap, eV: 8.24
E_LUMO, eV: -0.4
E_HOMO, hartree: -0.3187
Total energy, eV: -42877.2708
Net charge: 0


3.
ORCA calculation (ωB97M-V with the def2-TZVPD basis set) on the molecule C23H25N3O3.

CARTESIAN COORDINATES (ANGSTROEM)
1 C -3.11484 -4.39563 1.13610
2 C -3.65039 -3.09829 0.61499
3 C -2.79799 -2.15474 0.06468
4 C -3.26975 -0.93892 -0.42758
5 C -4.63651 -0.67640 -0.35146
6 C -5.49467 -1.61367 0.20634
7 C -5.01103 -2.81822 0.67435
8 H -5.69243 -3.54431 1.09107
9 H -6.54625 -1.37730 0.24179
10 O -5.21244 0.49147 -0.83404
11 C -4.78711 1.63103 -0.22891
12 N -5.75033 2.38428 0.26632
13 C -5.43839 3.52504 0.85381
14 C -4.13469 3.97373 0.99031
15 C -3.12508 3.19830 0.44914
16 C -3.43294 1.99088 -0.17331
17 C -2.33972 1.29800 -0.89887
18 O -1.42360 1.96462 -1.37035
19 N -2.36123 -0.05033 -1.04468
20 C -1.30772 -0.64254 -1.85968
21 H -1.66741 -1.59447 -2.25282
22 H -1.10288 0.04654 -2.68451
23 C 0.00077 -0.89061 -1.08646
24 O 0.35935 -2.00939 -0.77065
25 N 0.67360 0.23100 -0.80546
26 H 0.27743 1.11714 -1.10417
27 C 1.95046 0.23337 -0.13331
28 H 1.90290 0.88802 0.74267
29 H 2.13735 -0.79054 0.19782
30 C 3.07290 0.70622 -1.06796
31 C 4.40834 0.61728 -0.38178
32 C 4.95711 1.65970 0.22635
33 C 6.27237 1.62379 0.94213
34 C 7.06952 0.37083 0.59176
35 C 6.15836 -0.84961 0.65024
36 C 5.07418 -0.73011 -0.41624
37 H 5.51690 -0.87537 -1.40761
38 H 4.32529 -1.51399 -0.28286
39 H 5.69384 -0.90500 1.63697
40 H 6.73433 -1.76398 0.49572
41 H 7.90837 0.25662 1.28102
42 H 7.47351 0.46727 -0.41815
43 H 6.08466 1.65366 2.02143
44 H 6.84778 2.51970 0.69431
45 H 4.44365 2.61256 0.23670
46 H 2.86932 1.73543 -1.37049
47 H 3.07212 0.07567 -1.95972
48 H -2.09256 3.51401 0.48032
49 H -3.91710 4.90687 1.48408
50 H -6.27794 4.09411 1.22941
51 H -1.74326 -2.37396 0.01310
52 H -3.63338 -5.23329 0.67301
53 H -3.27128 -4.46221 2.21210
54 H -2.05150 -4.48424 0.93300

Calculated values
Orbital gap, eV: 9.03
E_LUMO, eV: 0.2
SMILES: Cc1ccc2c(c1)N(CC(=O)NCCC1=CCCCC1)C(=O)c1cccnc1O2
E_HOMO, hartree: -0.3230
Total energy, eV: -34870.7102
Net charge: 0


4.
ORCA calculation (ωB97M-V with the def2-TZVPD basis set) on the molecule C12H11N3S at a distorted geometry.

CARTESIAN COORDINATES (ANGSTROEM)
1 C 0.12006 -3.15614 0.20793
2 C -0.47868 -1.80167 0.07209
3 C 0.11400 -0.56362 -0.04179
4 C -0.94754 0.40095 -0.09983
5 C -0.98497 1.78787 -0.21834
6 C -2.21367 2.40994 -0.25420
7 C -3.40337 1.68192 -0.17741
8 C -3.39436 0.30758 -0.06347
9 C -2.15869 -0.32279 -0.02637
10 N -1.84019 -1.64846 0.07862
11 H -2.50087 -2.40305 0.15992
12 H -4.31267 -0.25897 -0.00574
13 H -4.34699 2.20692 -0.20872
14 H -2.26620 3.48535 -0.34429
15 H -0.06428 2.34595 -0.27425
16 C 1.52347 -0.24981 -0.08967
17 C 2.53689 -1.09598 -0.43253
18 S 4.07264 -0.29919 -0.35206
19 C 3.20294 1.15878 0.14654
20 N 1.93399 1.01861 0.23304
21 N 3.87387 2.32329 0.34240
22 H 4.85715 2.25944 0.54577
23 H 3.36200 3.03697 0.83579
24 H 2.49386 -2.11213 -0.76068
25 H -0.58724 -3.83701 0.67894
26 H 0.38779 -3.56533 -0.76744
27 H 1.02107 -3.10940 0.81575

Calculated values
Orbital gap, eV: 7.89
E_LUMO, eV: 0.7
SMILES: Cc1[nH]c2ccccc2c1-c1csc(N)n1
E_HOMO, hartree: -0.2639
Total energy, eV: -27928.9389
Net charge: 0


5.
ORCA calculation (ωB97M-V with the def2-TZVPD basis set) on a cluster of 13 separate species, C5H35NO13 in total at a distorted geometry.

CARTESIAN COORDINATES (ANGSTROEM)
1 C 0.35406 -0.76572 -0.92044
2 N 1.66047 -0.91935 -1.18195
3 C 2.66412 -0.04661 -0.51884
4 C 3.03178 -0.62059 0.85289
5 C 2.04954 -1.52861 -2.48516
6 C 1.79548 -0.55023 -3.65226
7 O -0.03052 -0.06003 0.03788
8 H -0.37261 -1.32475 -1.48799
9 H 3.57178 0.03275 -1.19731
10 H 2.29552 0.96957 -0.38661
11 H 2.18559 -0.73803 1.43634
12 H 3.47346 -1.63526 0.77706
13 H 3.76961 -0.00675 1.34556
14 H 1.45207 -2.46181 -2.59119
15 H 3.16970 -1.79375 -2.40812
16 H 0.76566 -0.34696 -3.74350
17 H 2.22559 -0.97002 -4.57836
18 H 2.25618 0.42926 -3.44114
19 H -2.81471 -0.82541 -1.46134
20 H -2.57439 -1.51899 -2.86132
21 O -2.66686 -1.67046 -1.97403
22 H -1.59108 3.14826 3.16293
23 H -1.66631 1.59413 2.74475
24 O -1.44775 2.57184 2.41613
25 H 0.57826 2.97339 -0.11380
26 H 0.42781 4.36404 -0.76147
27 O 0.23429 3.44423 -0.92951
28 H 1.38159 2.72428 -1.89976
29 H 2.65602 3.16870 -2.69825
30 O 2.20542 2.36318 -2.39961
31 H -1.69784 0.28554 -0.04935
32 H -2.73111 1.42791 -0.36793
33 O -2.63868 0.45070 -0.35176
34 H 0.16846 2.31957 1.75967
35 H 0.70779 1.18204 0.87166
36 O 0.92071 2.16332 1.20942
37 H -2.39151 -3.83618 0.26037
38 H -2.25247 -2.61765 -0.56384
39 O -2.03467 -2.99169 0.29418
40 H -1.02312 -0.39956 3.49595
41 H -2.45381 -0.33938 2.90237
42 O -1.86646 0.22189 3.41637
43 H -0.47949 -2.90602 1.00766
44 H 0.98500 -2.48309 0.76717
45 O 0.40619 -2.92933 1.38900
46 H -2.92704 -1.88249 1.31943
47 H -3.28276 -0.44068 0.99188
48 O -3.38988 -1.11997 1.67592
49 H -2.10110 2.93181 0.87577
50 H -1.46065 3.19952 -0.52128
51 O -2.28683 3.04184 -0.09340
52 H 0.14893 -2.02887 4.29253
53 H 0.36986 -1.87189 2.74967
54 O 0.27069 -1.37766 3.58695

Calculated values
Spin multiplicity: 2
Orbital gap (spin up / spin down), eV: 8.74 / 3.88
E_LUMO (spin up / spin down), eV: -4.4 / -9.3
E_HOMO (spin up / spin down), hartree: -0.4834 / -0.4833
Total energy, eV: -33853.4692
Net charge: +1


6.
ORCA calculation (ωB97M-V with the def2-TZVPD basis set) on a cluster of 6 separate species, C33H65N6O18SSi in total at a distorted geometry.

CARTESIAN COORDINATES (ANGSTROEM)
1 C 3.69685 -2.05092 -0.69108
2 N 3.24987 -1.71013 -2.06707
3 C 2.22129 -0.62801 -2.26504
4 Si 1.30802 0.12133 -0.74604
5 C 0.15106 1.49401 -1.26782
6 C 2.53090 0.81210 0.50228
7 C 0.22823 -1.23726 -0.04265
8 C 2.80758 0.31305 -3.32364
9 N 2.82880 1.68809 -2.95474
10 N 2.00783 0.12810 -4.61775
11 C 2.64279 0.34449 -5.63851
12 O 3.22785 0.55641 -6.59413
13 O 4.11753 -0.16043 -3.53174
14 C 4.35963 -1.49697 -3.06926
15 C 5.75857 -1.36647 -2.49920
16 N 6.37331 -2.63816 -2.16025
17 C 4.22964 -2.38014 -4.29474
18 C 4.25929 -3.90741 -3.98752
19 S 2.94878 -4.78270 -4.88024
20 C 1.71855 -5.06959 -3.68394
21 N 1.74472 -5.78579 -2.60024
22 N 0.45177 -5.75974 -2.08738
23 C -0.24347 -5.03108 -2.91022
24 O 0.48631 -4.53783 -3.93538
25 H 2.87365 -2.42221 -0.10278
26 H 4.19924 -1.22173 -0.22126
27 H 4.42288 -2.85060 -0.78254
28 H 2.77534 -2.55451 -2.38840
29 H 1.40792 -1.11812 -2.79844
30 H -0.49516 1.21844 -2.09513
31 H 0.71685 2.38795 -1.49057
32 H -0.49274 1.69472 -0.41785
33 H 2.10991 1.65531 1.03410
34 H 3.44388 1.10187 -0.00928
35 H 2.77335 0.04928 1.23540
36 H 0.76115 -2.15127 0.21170
37 H -0.54927 -1.51963 -0.74764
38 H -0.28432 -0.90329 0.85319
39 H 2.03180 2.13124 -3.39391
40 H 3.65140 2.14738 -3.33291
41 H 5.77916 -0.67637 -1.66722
42 H 6.31901 -0.87161 -3.28747
43 H 7.06905 -2.55173 -1.43848
44 H 6.74982 -3.11244 -2.96315
45 H 5.06660 -2.11825 -4.92627
46 H 3.30009 -2.15400 -4.79573
47 H 4.13909 -4.05702 -2.92104
48 H 5.21064 -4.33799 -4.25120
49 H -1.29109 -4.82261 -2.83534
50 C -3.17166 0.13863 5.99982
51 C -2.86516 1.27588 5.04983
52 O -2.76291 0.82012 3.68826
53 C -3.92394 0.58122 3.08078
54 O -5.01922 0.73853 3.54708
55 O -3.65924 0.13371 1.85031
56 C -4.81079 -0.25418 1.09786
57 H -2.43670 -0.65963 5.88751
58 H -3.15142 0.49371 7.02953
59 H -4.15462 -0.28534 5.80078
60 H -1.89390 1.70599 5.28591
61 H -3.60649 2.07045 5.12224
62 H -5.55482 0.53725 1.05656
63 H -5.23602 -1.15644 1.53598
64 H -4.47226 -0.47284 0.08864
65 C -8.12969 2.42919 -3.04388
66 C -6.66336 2.80176 -3.06903
67 O -5.81455 1.64433 -2.96999
68 C -5.68903 0.93148 -4.08544
69 O -6.18885 1.17637 -5.14994
70 O -4.89624 -0.11365 -3.82273
71 C -4.73605 -1.00940 -4.92583
72 H -8.35503 1.83080 -2.16032
73 H -8.74552 3.32760 -3.02562
74 H -8.40144 1.84403 -3.92090
75 H -6.41622 3.41029 -2.20154
76 H -6.40810 3.37148 -3.96169
77 H -4.40208 -0.47939 -5.81462
78 H -5.67096 -1.52765 -5.13017
79 H -3.98127 -1.73210 -4.62838
80 C -0.96381 7.18516 5.30701
81 C -2.09298 6.19046 5.47147
82 O -1.88157 5.32137 6.59357
83 C -2.13441 5.85941 7.78748
84 O -2.53567 6.97379 7.99114
85 O -1.87399 4.94033 8.71616
86 C -2.04402 5.39937 10.06118
87 H -0.00571 6.66666 5.24930
88 H -1.10415 7.76783 4.39675
89 H -0.92039 7.87143 6.15095
90 H -2.14136 5.53165 4.60602
91 H -3.05667 6.68967 5.56590
92 H -3.03358 5.82553 10.20534
93 H -1.28037 6.13505 10.30669
94 H -1.92682 4.52903 10.69955
95 C -8.03734 -6.29593 1.29266
96 C -7.52422 -4.87462 1.37052
97 O -6.20008 -4.81265 1.92838
98 C -5.21409 -5.15053 1.10704
99 O -5.32235 -5.46762 -0.04931
100 O -4.06434 -5.05188 1.78146
101 C -2.91523 -5.46214 1.04034
102 H -7.98256 -6.77352 2.27135
103 H -9.07334 -6.30346 0.95573
104 H -7.44549 -6.89022 0.59825
105 H -8.14356 -4.28763 2.04518
106 H -7.53737 -4.38778 0.39583
107 H -2.86129 -4.94520 0.08428
108 H -2.93431 -6.53890 0.88286
109 H -2.04685 -5.20389 1.63944
110 C 11.02018 1.88934 -0.81731
111 C 10.08491 2.02786 0.36408
112 O 9.02465 2.96466 0.10050
113 C 8.03434 2.52475 -0.65690
114 O 7.91982 1.41473 -1.11843
115 O 7.16610 3.52320 -0.82637
116 C 6.06720 3.22075 -1.68121
117 H 11.40104 2.86585 -1.11675
118 H 11.86227 1.24949 -0.55630
119 H 10.50997 1.45401 -1.67549
120 H 10.61759 2.43690 1.21913
121 H 9.66374 1.06821 0.66177
122 H 5.54899 2.32129 -1.35016
123 H 6.40986 3.09953 -2.70883
124 H 5.39079 4.06869 -1.62274

Calculated values
Orbital gap, eV: 9.65
E_LUMO, eV: -2.4
E_HOMO, hartree: -0.4420
Total energy, eV: -99778.3451
Net charge: +1